# 1
C3H3BiO3 | ωB97M-V/def2-TZVPD

Relative energy (zero: lowest compared OMol25 entry of this formula, charge and spin) (kJ/mol): 833.8
Molecular weight (g mol⁻¹): 296.034
<S²>: 0.765
HOMO (spin up / spin down) (Ha): -0.4619 / -0.4645
Lowest unoccupied orbital energy (spin up / spin down) (eV): -6.96 / -6.96
Maximum force (eV Å⁻¹): 6.67
Kohn-Sham gap (spin up / spin down) (eV): 5.61 / 5.68
Energy (eV): -15123.3599

```
! RIJCOSX wB97M-V def2-TZVPD def2/J DEFGRID3
* xyz 1 2
H 2.369 -0.996 2.298
O -0.417 -2.053 0.287
C -1.150 -1.322 -0.487
C -0.749 -0.074 -0.897
O 0.588 0.352 -0.390
C -0.344 1.382 -0.520
O 0.310 2.520 -0.669
Bi 1.141 -1.081 1.065
H -2.102 -1.723 -0.858
H 0.353 2.996 0.171
*
```

These are the Mulliken partial charges, in e, on atoms 1 to 4: number 1, H, carries -0.078; number 2, O, carries -0.540; number 3, C, carries 0.017; number 4, C, carries 0.094



# 2
C4H14N2 | ωB97M-V/def2-TZVPD

Relative energy (zero: lowest compared OMol25 entry of this formula, charge and spin) (kJ/mol): 22.2
Molecular weight (g mol⁻¹): 90.170
SMILES string: CCC.NCN
HOMO (Ha): -0.3506
Lowest unoccupied orbital energy (eV): 1.05
Maximum force (eV Å⁻¹): 0.87
Kohn-Sham gap (eV): 10.59
Energy (eV): -7354.8868

```
! RIJCOSX wB97M-V def2-TZVPD def2/J DEFGRID3
* xyz 0 1
C 2.950 -2.316 -0.575
C 4.198 -1.551 -1.061
C 4.619 -0.414 -0.148
H 2.753 -2.174 0.496
H 3.026 -3.394 -0.698
H 2.067 -1.938 -1.086
H 3.984 -1.185 -2.065
H 4.990 -2.274 -1.251
H 5.337 0.243 -0.650
H 3.740 0.201 0.075
H 5.127 -0.782 0.739
N -5.671 2.490 1.396
C -4.456 1.790 1.078
N -4.455 1.141 -0.262
H -6.471 1.884 1.233
H -5.805 3.227 0.707
H -3.647 2.507 1.144
H -4.281 1.020 1.831
H -3.629 1.381 -0.798
H -4.377 0.142 -0.106
*
```

These are the Mulliken partial charges, in e, on atoms 1 to 4: number 1, C, carries -1.043; number 2, C, carries -0.219; number 3, C, carries -1.126; number 4, H, carries 0.299



# 3
ClH3S | ωB97M-V/def2-TZVPD

Relative energy (zero: lowest compared OMol25 entry of this formula, charge and spin) (kJ/mol): 0.0
Molecular weight (g mol⁻¹): 70.544
SMILES string: Cl.S
HOMO (Ha): -0.3779
Lowest unoccupied orbital energy (eV): 0.74
Maximum force (eV Å⁻¹): 0.17
Kohn-Sham gap (eV): 11.02
Energy (eV): -23406.3758

```
! RIJCOSX wB97M-V def2-TZVPD def2/J DEFGRID3
* xyz 0 1
Cl -2.495 -0.655 0.622
H -1.384 -0.144 0.244
S 1.257 0.872 -0.383
H 1.292 -0.188 -1.204
H 1.331 0.114 0.720
*
```

These are the Mulliken partial charges, in e, on atoms 1 to 4: number 1, Cl, carries -0.240; number 2, H, carries 0.240; number 3, S, carries -0.359; number 4, H, carries 0.183



# 4
C13H25Br10Cl3O2Sr2 | ωB97M-V/def2-TZVPD

Relative energy (zero: lowest compared OMol25 entry of this formula, charge and spin) (kJ/mol): 4.6
Molecular weight (g mol⁻¹): 1293.980
HOMO (Ha): -0.4854
Lowest unoccupied orbital energy (eV): -7.65
Maximum force (eV Å⁻¹): 3.19
Kohn-Sham gap (eV): 5.56
Energy (eV): -757632.3291

```
! RIJCOSX wB97M-V def2-TZVPD def2/J DEFGRID3
* xyz 2 1
Sr 2.887 -0.498 -2.196
Sr 3.620 1.379 1.270
O 1.746 0.143 0.164
C 0.399 -0.287 -0.025
C -0.146 -0.503 -1.467
O 0.588 -1.334 -2.328
H -0.162 0.579 0.376
H 0.160 -1.109 0.662
H -0.222 0.459 -2.005
H -1.181 -0.861 -1.354
Br 0.283 3.002 2.995
C -1.315 1.891 3.415
C -1.114 1.023 4.635
Br 0.384 -0.195 4.365
H -1.478 1.246 2.554
H -2.137 2.596 3.487
H -2.025 0.470 4.857
H -0.803 1.542 5.536
Br 2.358 3.891 0.132
C 0.589 4.782 0.040
C -0.352 3.858 -0.713
Br -2.086 4.770 -0.814
H 0.760 5.666 -0.565
H 0.205 5.026 1.024
H -0.458 2.839 -0.356
H -0.004 3.820 -1.741
Br -0.407 -4.215 1.408
C -1.430 -2.814 2.277
C -2.604 -2.351 1.439
Br -3.869 -1.351 2.620
H -0.787 -1.972 2.521
H -1.814 -3.170 3.232
H -3.131 -3.185 0.993
H -2.293 -1.631 0.688
Br 1.583 2.256 -3.531
C 0.026 2.000 -4.699
C -0.558 3.351 -5.031
Br -1.910 3.037 -6.420
H -0.669 1.267 -4.294
H 0.359 1.543 -5.631
H 0.186 4.010 -5.466
H -1.102 3.848 -4.234
Br 3.496 -1.016 3.011
C 3.662 -2.952 2.738
C 2.980 -3.331 1.431
Br 4.005 -2.603 -0.097
H 3.107 -3.405 3.559
H 4.698 -3.257 2.848
H 1.971 -2.931 1.421
H 2.855 -4.404 1.303
C -1.723 -4.076 -2.771
Cl -2.618 -4.745 -1.413
Cl -2.806 -3.986 -4.192
Cl -0.265 -5.067 -3.058
H -1.436 -3.047 -2.598
*
```

These are the Mulliken partial charges, in e, on atoms 1 to 4: number 1, Sr, carries 1.336; number 2, Sr, carries 1.287; number 3, O, carries -0.160; number 4, C, carries 1.539



Repeat the third record exactly.
ClH3S | ωB97M-V/def2-TZVPD

Relative energy (zero: lowest compared OMol25 entry of this formula, charge and spin) (kJ/mol): 0.0
Molecular weight (g mol⁻¹): 70.544
SMILES string: Cl.S
HOMO (Ha): -0.3779
Lowest unoccupied orbital energy (eV): 0.74
Maximum force (eV Å⁻¹): 0.17
Kohn-Sham gap (eV): 11.02
Energy (eV): -23406.3758

```
! RIJCOSX wB97M-V def2-TZVPD def2/J DEFGRID3
* xyz 0 1
Cl -2.495 -0.655 0.622
H -1.384 -0.144 0.244
S 1.257 0.872 -0.383
H 1.292 -0.188 -1.204
H 1.331 0.114 0.720
*
```

These are the Mulliken partial charges, in e, on atoms 1 to 4: number 1, Cl, carries -0.240; number 2, H, carries 0.240; number 3, S, carries -0.359; number 4, H, carries 0.183



- Which value of energy does entry 3 give?
  -23406.3758 eV